Record 1
{"formula": "C5H6FNO", "method": "ωB97M-V/def2-TZVPD", "elements": ["C", "C", "N", "C", "O", "C", "C", "F", "H", "H", "H", "H", "H", "H"], "positions_angstrom": [[-1.6808, 1.4377, 1.4706], [-0.3584, 0.9095, 1.5332], [0.1608, 0.1308, 0.4436], [-0.4852, -0.4297, -0.5473], [-1.7301, -0.4062, -0.7512], [0.3783, -1.0972, -1.4252], [1.6789, -0.9676, -1.5890], [2.4386, -0.3799, -0.6592], [-1.9810, 2.0176, 2.2404], [-2.1823, 1.2788, 0.4646], [0.4023, 0.9547, 2.4631], [1.2199, 0.0785, 0.4326], [-0.1919, -2.0666, -1.8962], [2.3308, -1.4603, -2.1799]], "lowdin_charge": [0.05, -0.12, 0.05, -0.54, 0.02, -0.01, -0.10, 0.01, -0.01, 0.07, 0.14, 0.14, 0.19, 0.09], "smiles": "C=CNC(=O)/C=C\\F", "gap_ev": 9.10}

Record 2
{"formula": "C22H25FN2O5S", "method": "ωB97M-V/def2-TZVPD", "elements": ["C", "O", "C", "C", "C", "C", "C", "C", "N", "C", "O", "C", "C", "C", "N", "S", "O", "O", "C", "C", "C", "C", "F", "C", "C", "C", "C", "C", "C", "O", "C", "H", "H", "H", "H", "H", "H", "H", "H", "H", "H", "H", "H", "H", "H", "H", "H", "H", "H", "H", "H", "H", "H", "H", "H", "H"], "positions_angstrom": [[2.6723, -5.5605, -3.3267], [2.5454, -4.4063, -2.5373], [1.6103, -3.4799, -2.8954], [0.7636, -3.5788, -3.9840], [-0.1428, -2.5658, -4.2627], [-0.2238, -1.4428, -3.4607], [-1.2340, -0.3735, -3.7773], [-2.5929, -0.6785, -3.1308], [-2.5919, -0.3235, -1.7308], [-3.5040, 0.5175, -1.1993], [-4.4901, 0.9173, -1.7823], [-3.1267, 0.9034, 0.2038], [-2.6888, 2.1302, 0.4511], [-2.0543, 2.4878, 1.7615], [-1.6332, 1.2952, 2.4739], [-0.2565, 0.6127, 1.7904], [-0.2429, 0.6559, 0.3494], [-0.0633, -0.6683, 2.4003], [0.9931, 1.7427, 2.3965], [1.7372, 2.5002, 1.5117], [2.6981, 3.3704, 1.9977], [2.8823, 3.4504, 3.3684], [3.8107, 4.2940, 3.8483], [2.1431, 2.6920, 4.2634], [1.1864, 1.8272, 3.7630], [-2.7185, 0.3365, 2.6052], [-3.1591, -0.1876, 1.2370], [0.6174, -1.3414, -2.3526], [1.5349, -2.3386, -2.0653], [2.4176, -2.3252, -1.0294], [2.4296, -1.2151, -0.1675], [3.4654, -6.1465, -2.8647], [1.7482, -6.1489, -3.3361], [2.9565, -5.3176, -4.3565], [0.8014, -4.4393, -4.6327], [-0.7885, -2.6598, -5.1234], [-1.3710, -0.3176, -4.8584], [-0.8878, 0.5989, -3.4232], [-2.8228, -1.7442, -3.2444], [-3.3908, -0.0953, -3.5986], [-1.7364, -0.4927, -1.2201], [-2.6975, 2.8879, -0.3169], [-1.1642, 3.0995, 1.5908], [-2.7367, 3.0514, 2.4081], [1.5539, 2.3958, 0.4541], [3.2982, 3.9772, 1.3386], [2.3250, 2.7858, 5.3220], [0.5889, 1.2095, 4.4129], [-2.3507, -0.4784, 3.2294], [-3.5398, 0.8436, 3.1169], [-4.1701, -0.5983, 1.2948], [-2.4899, -0.9956, 0.9272], [0.5503, -0.4729, -1.7146], [1.4827, -1.0987, 0.3667], [2.6534, -0.2894, -0.7092], [3.2240, -1.4126, 0.5510]], "lowdin_charge": [-0.09, -0.07, -0.20, -0.01, -0.05, -0.24, -0.13, -0.16, 0.09, -0.47, 0.07, -0.17, -0.02, -0.18, -0.23, 0.68, -0.29, -0.27, -0.28, -0.05, 0.01, -0.26, 0.07, 0.02, -0.04, -0.18, -0.11, 0.03, -0.18, -0.06, -0.07, 0.09, 0.10, 0.10, 0.10, 0.11, 0.11, 0.12, 0.13, 0.12, 0.11, 0.13, 0.12, 0.13, 0.12, 0.12, 0.12, 0.12, 0.12, 0.13, 0.13, 0.12, 0.09, 0.06, 0.10, 0.10], "smiles": "COc1ccc(CCNC(=O)C2=CCN(S(=O)(=O)c3ccc(F)cc3)CC2)cc1OC", "gap_ev": 8.18}

Record 3
{"formula": "C24H66O9", "method": "ωB97M-V/def2-TZVPD", "elements": ["O", "H", "H", "C", "C", "C", "O", "H", "H", "H", "H", "H", "H", "H", "H", "C", "C", "C", "O", "H", "H", "H", "H", "H", "H", "H", "H", "C", "C", "C", "O", "H", "H", "H", "H", "H", "H", "H", "H", "C", "C", "C", "O", "H", "H", "H", "H", "H", "H", "H", "H", "C", "C", "C", "O", "H", "H", "H", "H", "H", "H", "H", "H", "C", "C", "C", "O", "H", "H", "H", "H", "H", "H", "H", "H", "C", "C", "C", "O", "H", "H", "H", "H", "H", "H", "H", "H", "C", "C", "C", "O", "H", "H", "H", "H", "H", "H", "H", "H"], "positions_angstrom": [[1.4932, 2.1236, 1.1510], [0.6941, 1.8151, 0.7237], [1.9356, 1.3247, 1.4380], [-3.2557, -2.3338, -1.2135], [-2.9586, -2.2698, -2.7314], [-1.6534, -2.8139, -3.2267], [-3.8986, -3.1563, -3.2556], [-4.2735, -2.1263, -0.8832], [-2.7833, -1.5389, -0.6364], [-2.8152, -3.2347, -0.7863], [-3.2301, -1.3341, -3.2203], [-1.7673, -3.8758, -3.4442], [-0.9385, -2.8752, -2.4061], [-1.3243, -2.2284, -4.0852], [-4.0522, -3.0978, -4.2015], [1.7238, -0.9656, 3.6108], [1.7540, 0.3448, 2.8614], [2.8541, 1.3464, 3.4626], [2.0208, 0.1085, 1.4917], [2.5919, -1.6163, 3.5047], [0.8746, -1.5459, 3.2500], [1.5003, -0.9288, 4.6770], [0.7816, 0.8321, 2.9334], [2.6446, 1.7155, 4.4666], [2.7696, 2.2689, 2.8881], [3.8890, 1.0046, 3.4522], [2.8270, -0.4052, 1.4035], [1.2129, -2.2882, -1.9997], [0.6298, -2.6354, -3.3441], [1.5691, -2.7413, -4.5035], [0.1237, -3.8790, -3.0274], [1.6436, -1.2946, -1.8760], [1.9585, -2.9962, -1.6380], [0.3506, -2.3726, -1.3383], [-0.2469, -2.0575, -3.6365], [2.5131, -3.2290, -4.2603], [1.7945, -1.7544, -4.9077], [1.2175, -3.3307, -5.3503], [0.7751, -4.4425, -2.6034], [-0.4630, 2.1464, 5.1451], [-0.4782, 3.1684, 3.9979], [-0.4584, 2.4062, 2.6893], [-1.8024, 3.8730, 3.9748], [0.0720, 1.2633, 4.7958], [-1.4501, 1.7663, 5.4083], [-0.0096, 2.5472, 6.0516], [0.3596, 3.8637, 3.9446], [-1.0672, 1.5024, 2.6656], [0.5708, 2.1693, 2.4197], [-0.9253, 2.9969, 1.9012], [-1.7400, 4.4252, 4.7576], [2.4986, 1.0591, -0.6675], [2.2136, 1.9925, -1.8059], [3.6067, 2.5183, -2.4201], [1.4642, 1.4387, -2.8962], [2.9891, 0.1784, -1.0821], [1.6535, 0.5281, -0.2292], [3.1010, 1.5543, 0.0940], [1.7339, 2.9081, -1.4599], [4.0586, 1.7419, -3.0375], [4.2209, 2.8344, -1.5769], [3.3757, 3.3014, -3.1422], [1.6420, 1.8558, -3.7424], [-1.5728, 0.7853, -2.1950], [-1.5422, 1.1710, -3.6311], [-0.1492, 0.7748, -4.2524], [-2.6588, 0.5718, -4.2735], [-1.0508, 1.5488, -1.6183], [-0.9821, -0.1225, -2.0711], [-2.5496, 0.8204, -1.7126], [-1.6879, 2.2409, -3.7797], [-0.1264, -0.3145, -4.2852], [0.6818, 1.1416, -3.6498], [0.0878, 1.2427, -5.2079], [-3.3580, 0.5327, -3.6169], [0.8411, -0.8292, 0.4140], [-0.1420, 0.1496, -0.2168], [-1.5643, -0.3310, -0.3978], [-0.0904, 1.3073, 0.6166], [1.8264, -0.3925, 0.5770], [1.0083, -1.5753, -0.3628], [0.5379, -1.3621, 1.3152], [0.2068, 0.3546, -1.2289], [-2.1709, 0.5525, -0.5968], [-1.9370, -0.6977, 0.5586], [-1.6070, -1.0643, -1.2031], [-0.3376, 1.0768, 1.5151], [-0.8029, -0.9174, 4.3330], [-1.4310, -0.6776, 2.9927], [-2.5485, 0.3781, 3.1963], [-0.4315, -0.1647, 2.0514], [-1.5887, -1.4035, 4.9112], [-0.5493, 0.0054, 4.8548], [-0.0440, -1.6986, 4.3764], [-1.9354, -1.5924, 2.6814], [-2.1677, 1.2476, 3.7320], [-3.4213, -0.0300, 3.7061], [-2.9646, 0.6038, 2.2145], [0.1108, -0.8879, 1.7281]], "lowdin_charge": [-0.14, -0.34, -0.13, -0.03, -0.43, -0.08, -0.07, 0.09, 0.00, 0.10, 0.11, 0.13, 0.07, 0.11, 0.10, -0.03, -0.34, 0.02, -0.10, 0.11, 0.06, 0.10, 0.10, 0.08, 0.08, 0.08, 0.19, -0.04, -0.54, -0.03, -0.14, 0.08, 0.12, 0.08, 0.04, 0.08, 0.08, 0.09, 0.12, -0.05, -0.34, -0.09, -0.06, 0.04, 0.09, 0.09, 0.14, 0.04, 0.04, 0.14, 0.07, -0.07, -0.33, -0.02, -0.05, 0.11, 0.03, 0.12, 0.15, 0.08, 0.08, 0.07, 0.12, -0.14, -0.39, -0.01, -0.06, 0.12, 0.08, 0.11, 0.13, 0.07, -0.14, 0.09, 0.07, -0.08, -0.27, -0.13, 0.07, -0.08, 0.05, 0.12, 0.12, 0.09, 0.10, 0.06, 0.00, -0.09, -0.33, -0.03, -0.24, 0.10, 0.05, 0.06, 0.15, 0.05, 0.10, 0.10, -0.08], "gap_ev": 7.81}

Record 4
{"formula": "C4H6N2O2", "method": "ωB97M-V/def2-TZVPD", "elements": ["C", "C", "C", "C", "H", "H", "H", "H", "H", "H", "N", "N", "O", "O"], "positions_angstrom": [[0.1191, -0.4048, -0.7073], [0.9622, 0.8190, -0.2716], [0.4530, 0.9442, 1.1145], [-0.9766, -0.4566, 0.1558], [0.0946, -0.5982, -2.5453], [0.5938, -2.0985, -1.8199], [1.7897, 1.4730, -0.5962], [1.2247, 2.9323, 1.5307], [-1.0497, 0.0327, 2.3912], [-1.5166, -1.9076, -0.8502], [-0.0753, -1.2737, -1.8421], [-0.6560, 0.2034, 1.3519], [0.8898, 1.6513, 2.1355], [-1.8526, -1.3164, -0.0467]], "lowdin_charge": [-0.26, 0.06, -0.53, -0.45, 0.07, 0.12, 0.08, 0.32, 0.24, 0.17, 0.03, 0.14, -0.06, 0.08], "gap_ev": 5.93}

Please write out number 1 again, unchanged.
{"formula": "C5H6FNO", "method": "ωB97M-V/def2-TZVPD", "elements": ["C", "C", "N", "C", "O", "C", "C", "F", "H", "H", "H", "H", "H", "H"], "positions_angstrom": [[-1.6808, 1.4377, 1.4706], [-0.3584, 0.9095, 1.5332], [0.1608, 0.1308, 0.4436], [-0.4852, -0.4297, -0.5473], [-1.7301, -0.4062, -0.7512], [0.3783, -1.0972, -1.4252], [1.6789, -0.9676, -1.5890], [2.4386, -0.3799, -0.6592], [-1.9810, 2.0176, 2.2404], [-2.1823, 1.2788, 0.4646], [0.4023, 0.9547, 2.4631], [1.2199, 0.0785, 0.4326], [-0.1919, -2.0666, -1.8962], [2.3308, -1.4603, -2.1799]], "lowdin_charge": [0.05, -0.12, 0.05, -0.54, 0.02, -0.01, -0.10, 0.01, -0.01, 0.07, 0.14, 0.14, 0.19, 0.09], "smiles": "C=CNC(=O)/C=C\\F", "gap_ev": 9.10}